--- P ---
Below is a molecular structure, C3H3N3O, with properties calculated with ωB97M-V/def2-TZVPD.

* LUMO level (spin up / spin down): -1.061 / -1.061 eV
* total charge: 0
* multiplicity: 1

Last column: Mulliken charge in e.
CARTESIAN COORDINATES (ANGSTROEM)
C 0.53740 0.42582 0.09582  0.69
C -1.23438 -1.51221 -0.90590  -0.23
O 1.45580 0.95187 -0.63444  -0.40
N -0.29264 0.29344 0.95980  -0.14
N -0.36292 -0.63537 -1.12403  -0.55
C 0.74412 1.58374 1.94574  0.07
N 1.05052 2.22184 2.86585  -0.36
H 1.38925 0.50670 -1.50549  0.42
H -1.54176 -2.15330 -1.74519  0.24
H -1.74539 -1.68254 0.04787  0.26

---

--- Q ---
Below is C3H3N3O in the gas phase, with properties calculated with ωB97M-V/def2-TZVPD.

* LUMO level: -0.318 eV
* structure (SMILES): N#CN(C#N)CO
* total charge: 0
* multiplicity: 1

Last column: Mulliken charge in e.
CARTESIAN COORDINATES (ANGSTROEM)
N -0.89213 0.83059 -2.77222  -0.31
C -0.34568 0.43710 -1.86880  0.18
N 0.45277 0.11170 -0.41798  0.03
C 0.97272 -1.15965 -0.46602  0.37
N 1.48141 -2.17080 -0.53629  -0.38
C -0.03405 0.67323 0.77774  -0.28
O -1.17053 -0.12660 1.20792  -0.54
H -0.20614 1.71117 0.66678  0.34
H 0.77357 0.63788 1.66752  0.26
H -1.03194 -0.94462 1.74134  0.34

---

--- R ---
Below is C3H3N3O in the gas phase, with properties calculated with ωB97M-V/def2-TZVPD.

* LUMO level: 0.368 eV
* structure (SMILES): O=Cn1cncn1
* total charge: 0
* multiplicity: 1

Last column: Mulliken charge in e.
CARTESIAN COORDINATES (ANGSTROEM)
O 2.71429 0.10807 0.50762  -0.39
C 1.70989 -0.30412 0.01699  0.10
N 0.36680 0.10704 0.37523  0.50
C -0.36025 1.07002 -0.26326  0.01
N -1.61557 0.71293 -0.36009  -0.55
C -1.61234 -0.53017 0.20758  -0.07
N -0.44943 -0.94916 0.63908  -0.73
H 1.65436 -1.05536 -0.78537  0.33
H 0.08729 1.98737 -0.62139  0.39
H -2.49501 -1.14662 0.28362  0.40

---

--- S ---
Below is C3H3N3O in the gas phase, with properties calculated with ωB97M-V/def2-TZVPD.

* LUMO level: -0.522 eV
* structure (SMILES): [H]/N=c1/ncnco1
* total charge: 0
* multiplicity: 1

Last column: Mulliken charge in e.
CARTESIAN COORDINATES (ANGSTROEM)
H -2.22302 1.39798 -1.06195  0.28
N -1.42454 0.74001 -1.64373  -0.57
C -0.64507 0.30630 -0.82826  0.63
N 0.12610 -0.61132 -1.07181  -0.47
C 0.90312 -1.18120 -0.20466  0.02
N 1.15662 -0.78924 1.16566  -0.53
C 0.59156 0.35685 1.40689  0.26
O -0.29930 0.83201 0.40069  -0.41
H 1.29413 -2.11979 -0.40007  0.43
H 0.52041 1.06840 2.23724  0.36

---

Stability summary: most stable R, least stable P.

---

--- P ---
Below is C5H3ClS in the gas phase, with properties calculated with ωB97M-V/def2-TZVPD.

* LUMO level: -1.594 eV
* structure (SMILES): S=C1C=CC(Cl)=C1
* total charge: 0
* multiplicity: 1

Last column: Mulliken charge in e.
CARTESIAN COORDINATES (ANGSTROEM)
S 2.77315 -0.86422 -0.14104  -0.20
C 1.21763 -0.29270 -0.01248  0.31
C 0.52219 1.23985 -0.06758  -0.62
C -0.79621 0.95769 0.07568  -0.26
C -1.05111 -0.51293 0.19290  0.34
Cl -2.68819 -0.88115 -0.17129  -0.18
C 0.02648 -1.25090 0.10122  -0.50
H 1.13432 2.03880 -0.16289  0.51
H -1.55543 1.79186 -0.25161  0.26
H 0.41717 -2.22629 0.43709  0.34

---

--- Q ---
Below is a molecular structure, C5H3ClS, with properties calculated with ωB97M-V/def2-TZVPD.

* LUMO level: -1.583 eV
* total charge: 0
* multiplicity: 1

Last column: Mulliken charge in e.
CARTESIAN COORDINATES (ANGSTROEM)
C 0.94844 -0.45517 -0.03499  0.59
C -0.02659 -1.34680 0.21493  -0.65
C -1.05388 -0.33169 0.07500  0.44
C -0.66292 1.17619 0.04487  -0.53
C 0.71186 0.98990 -0.10386  -0.45
H -0.11297 -2.33144 0.65393  0.38
H -1.40477 2.03116 0.18992  0.35
H 1.57200 1.65817 -0.46897  0.30
S -2.65417 -0.71813 -0.31931  -0.22
Cl 2.68298 -0.67219 -0.25154  -0.22

---

Stability summary: most stable P, least stable Q.

---

--- P ---
Below is C7H11N3O in the gas phase, with properties calculated with ωB97M-V/def2-TZVPD.

* LUMO level: 0.851 eV
* total charge: 0
* multiplicity: 1

Last column: Mulliken charge in e.
CARTESIAN COORDINATES (ANGSTROEM)
C -2.64343 -0.30389 -0.28355  -0.55
C -1.79279 0.76233 -0.04053  0.49
C -0.59256 0.09005 0.26000  -0.20
C 0.29026 -2.22896 -0.07306  -0.39
C 1.70006 -1.73227 0.38848  -0.57
C 1.60162 0.52776 0.23047  0.25
C 1.68151 1.86281 -0.53057  -1.09
N -2.02274 -1.49678 -0.27138  -1.23
N -0.74701 -1.26254 0.07585  0.83
N -2.29340 2.02811 0.17574  -0.46
O 2.21285 -0.55581 -0.32626  -0.36
H -3.70861 -0.32292 -0.43506  0.39
H 0.41182 -2.38737 -1.10415  0.34
H 0.07143 -3.16199 0.43213  0.34
H 1.72956 -1.54332 1.41685  0.43
H 2.45693 -2.53564 -0.00037  0.27
H 1.61274 0.73912 1.42467  0.22
H 2.77506 2.06965 -0.39449  0.34
H 1.02924 2.56433 0.05768  0.27
H 1.38605 1.95477 -1.53242  0.33
H -3.35139 2.07975 0.08826  0.18
H -1.80720 2.85281 0.44171  0.16

---

--- Q ---
Below is 2 unconnected molecules or ions with the total composition C7H11N3O, with properties calculated with ωB97M-V/def2-TZVPD.

* LUMO level: -0.606 eV
* structure (SMILES): CC(=O)C(C)C.N#CC1=NN1
* total charge: 0
* multiplicity: 1

Last column: Mulliken charge in e.
CARTESIAN COORDINATES (ANGSTROEM)
C 0.36345 -1.51904 -1.41683  -1.42
C 0.00911 -0.10653 -0.82393  0.35
O -0.73912 0.71268 -1.28968  -0.60
C 0.77010 0.08373 0.54566  0.92
C 0.91907 1.53884 0.74762  -1.37
C 2.14945 -0.57274 0.47378  -1.58
H 0.21706 -2.22321 -0.65331  0.34
H 1.38686 -1.34920 -1.80212  0.41
H -0.01465 -1.84201 -2.34106  0.41
H 0.01457 -0.36032 1.16755  0.30
H 1.67435 1.95437 0.07531  0.37
H 1.16131 1.77844 1.78860  0.36
H -0.11269 1.90569 0.52922  0.37
H 2.53574 -0.35112 -0.42735  0.49
H 2.02741 -1.68936 0.65578  0.32
H 2.95210 -0.15512 1.27581  0.31
N -2.47361 -2.07185 0.41921  -0.40
C -2.44704 -0.93171 0.43917  0.43
C -2.57494 0.41648 0.55433  0.52
N -2.14469 1.44042 1.12378  -0.35
N -3.10926 1.54168 -0.04316  -0.55
H -2.56461 1.79985 -0.99841  0.35

---

Stability summary: most stable P, least stable Q.

---

--- P ---
Below is 3 unconnected molecules or ions with the total composition C3H14N2O2, with properties calculated with ωB97M-V/def2-TZVPD.

* LUMO level: 0.669 eV
* structure (SMILES): NCCCN.O.O
* total charge: 0
* multiplicity: 1

Last column: Mulliken charge in e.
CARTESIAN COORDINATES (ANGSTROEM)
N 0.60619 2.13049 1.26429  -0.51
C 0.18017 1.38225 0.09567  -0.38
C 1.28217 0.35369 -0.35183  -0.58
C 0.83445 -1.09469 -0.60337  -0.43
N 0.84758 -2.08644 0.50046  -0.69
H 0.10573 2.95395 1.54363  0.16
H 1.58013 2.13132 1.50450  0.15
H -0.74832 0.87530 0.35795  0.24
H -0.01423 2.12896 -0.69661  0.27
H 2.14700 0.23742 0.28947  0.45
H 1.42656 0.67904 -1.37502  0.21
H -0.08621 -0.98461 -1.19633  0.12
H 1.50538 -1.47448 -1.39292  0.48
H 0.77091 -2.99906 0.07320  0.27
H -0.02504 -1.84693 0.96290  0.26
O -1.69024 -0.10596 2.19346  -0.66
H -0.96583 0.42517 1.81024  0.34
H -2.07304 0.57227 2.79195  0.32
O -2.02841 -1.28471 -2.28285  -0.68
H -2.34031 -0.42504 -2.60087  0.32
H -1.31464 -1.56793 -2.88791  0.33

---

--- Q ---
Below is a molecular structure, C3H14N2O2, with properties calculated with ωB97M-V/def2-TZVPD.

* LUMO level: -0.862 eV
* total charge: 0
* multiplicity: 1

Last column: Mulliken charge in e.
CARTESIAN COORDINATES (ANGSTROEM)
N 0.43024 -1.02117 -0.97930  -0.51
C 1.04768 0.13633 -0.56424  0.47
C 1.63194 0.16095 0.94841  -1.18
C 2.43242 0.35103 -0.71884  -0.58
N -2.31983 0.47210 -1.81620  -0.72
H 0.86923 -1.86900 -0.65980  0.28
H -2.00592 0.45134 -0.85557  0.32
H 0.42026 1.02654 -0.61717  0.29
H 2.25964 -0.68312 1.22046  0.43
H 1.90525 1.15542 1.32215  0.36
H 0.70997 -0.15357 1.51135  0.44
H 3.08813 -0.49545 -0.81913  0.28
H 2.74637 1.37887 -0.79702  0.30
H -3.10637 1.10566 -1.85021  0.22
H -1.59373 0.84476 -2.40832  0.20
H -1.03748 -1.89325 1.18979  0.22
H -0.54631 -1.07485 -0.72094  0.30
O -0.75415 -1.14888 1.73854  -0.90
H -1.30095 -0.11904 1.37351  0.47
H -0.87689 1.52931 1.48886  0.20
O -1.49323 1.01542 0.95783  -0.88

---

Stability summary: most stable P, least stable Q.